(1)
DFT (ωB97M-V/def2-TZVPD) results for a molecular structure, C33H49Cl3N2O3PSiYb.

Summary:
* lowest unoccupied orbital energy (spin up / spin down): 0.3279 / 0.3271 eV
* total charge: 0
* gap between HOMO and LUMO (spin up / spin down): 4.621 / 6.393 eV
* ΔE to the lowest compared entry with this formula, charge and spin: 0.0 kJ/mol
* ⟨S²⟩: 0.77
* spin multiplicity: 2

```
93
C33H49Cl3N2O3PSiYb, DFT ωB97M-V/def2-TZVPD
C 2.801 0.092 6.892
Yb -0.800 0.022 -1.047
C -1.371 -3.594 -0.699
H -2.761 -3.215 2.287
H -0.680 3.955 6.346
C 1.943 2.314 -0.785
H 5.107 6.188 1.938
H 3.169 3.426 6.294
H -2.921 -1.535 -8.032
H -0.874 -4.021 0.187
Cl -3.290 -0.709 -0.464
C -2.916 -0.840 -7.183
H -1.033 -3.702 -5.051
C 4.268 5.690 2.435
C 3.339 1.378 6.957
H -1.849 -4.414 -1.260
H 2.105 -2.357 -1.137
C 0.149 -2.397 2.800
O 1.138 1.401 -0.508
H 1.132 -1.661 0.143
C 3.064 3.651 2.952
Cl -0.487 2.842 3.272
C 1.080 0.865 5.372
Si -0.163 -2.715 -1.817
H 0.193 -4.799 -3.155
H -2.408 -0.315 2.014
C 3.317 6.437 3.133
H 1.927 4.921 -2.037
H 0.857 -1.617 3.109
H 0.207 0.673 4.750
C 1.618 2.159 5.432
H 0.118 -3.174 3.566
C -1.855 -4.148 -4.477
H -3.332 0.899 -5.147
H -3.491 -7.121 -4.033
H 1.255 -1.166 6.055
H 2.958 2.564 2.867
C 1.501 2.128 -3.158
C -2.141 -5.515 -4.588
O -1.115 -1.588 -2.744
C -1.402 -0.750 1.959
C -3.259 -6.055 -3.950
C 1.678 -0.164 6.101
C -4.113 -5.228 -3.224
H -3.144 -1.440 -2.768
H 0.679 5.128 6.358
C 4.140 4.295 2.338
H -1.566 0.854 -5.033
H -3.095 -2.003 3.546
H 2.980 4.212 -3.288
C -2.489 0.440 -4.597
H -2.545 0.770 -3.549
H -2.171 -2.899 -0.379
P 0.864 3.549 4.599
C -2.653 -3.343 -3.654
H 1.632 -4.230 -2.250
H -4.458 -3.191 -2.525
H 3.516 4.291 -1.568
C 2.751 2.415 6.233
N -1.196 -1.836 2.720
H -2.795 -2.694 -6.050
C -3.810 -3.877 -3.074
H -5.019 -5.614 -2.749
H -1.976 -3.352 3.896
H -3.894 -0.327 -7.188
H 1.417 -0.749 -1.342
H -1.496 -6.160 -5.191
C -0.039 4.595 5.723
C -2.503 -1.046 -4.716
H 1.156 -3.411 -3.776
H 1.488 6.391 4.288
H 4.864 3.711 1.767
C 1.202 -1.764 -0.950
H 3.413 7.524 3.189
C -2.698 -1.617 -5.925
C 2.664 4.132 -2.242
C 0.779 -3.914 -2.873
H 0.406 2.265 -3.137
N 2.109 2.808 -2.028
O -0.524 -0.252 1.214
H 3.257 -0.713 7.469
H 1.715 1.050 -3.106
H 1.910 2.575 -4.069
Cl -1.711 2.199 -1.965
H -2.139 -0.083 -7.380
H 0.478 -2.836 1.841
H 2.614 2.767 -0.026
C -2.378 -1.859 -3.441
C -2.323 -2.658 3.130
C 2.238 5.804 3.756
C 2.127 4.405 3.685
H -0.657 5.302 5.156
H 4.218 1.585 7.572
```



(2)
DFT (ωB97M-V/def2-TZVPD) results for a molecular structure, C18H19N3O5S.

Summary:
* lowest unoccupied orbital energy: -0.0164 eV
* total charge: 0
* gap between HOMO and LUMO: 8.566 eV
* ΔE to the lowest compared entry with this formula, charge and spin: 257.4 kJ/mol

```
46
C18H19N3O5S, DFT ωB97M-V/def2-TZVPD
C 2.829 -0.566 1.739
H 1.779 1.351 -3.507
S -1.152 0.677 -4.567
C -2.271 -1.872 -1.550
O -0.151 -0.173 -5.172
H 0.064 2.490 -4.503
H 4.662 -2.869 3.479
C 0.802 1.256 -2.971
N -3.726 -1.422 0.410
O -4.309 0.698 -0.212
H 2.993 -1.917 4.840
N -0.285 1.890 -3.782
H 0.253 1.333 0.748
H 0.624 0.164 -2.799
N 1.218 1.000 0.646
C 2.617 -1.271 4.040
C 1.689 1.110 -0.646
H 5.417 -1.446 2.750
C -3.130 -1.063 -0.770
H -0.344 1.970 2.761
H -0.676 1.017 4.227
H -3.197 1.755 -2.661
C -2.920 0.774 -2.346
H 4.607 -2.636 1.751
H -0.138 2.037 -1.211
C -4.400 -0.351 0.668
H -5.042 -1.274 2.106
C 1.684 0.219 1.764
C 1.448 -0.484 4.095
C 3.327 -1.289 2.824
C 0.967 0.253 2.987
C -0.393 0.966 3.183
H -2.030 -2.878 -1.187
O -2.056 1.337 -5.524
H 0.858 -0.464 4.991
C 0.871 1.930 -1.625
H -1.223 0.402 2.741
C 4.563 -2.110 2.697
O 2.708 0.518 -1.034
C -2.004 -0.008 -3.118
C -1.676 -1.296 -2.696
C -3.466 0.210 -1.169
H 3.384 -0.636 0.818
H -0.951 -1.899 -3.257
O -5.102 -0.347 1.814
H 1.279 2.915 -1.775
```



(3)
DFT (ωB97M-V/def2-TZVPD) results for a molecular structure, C24H43Cl2LaN4O4SSi.

Summary:
* lowest unoccupied orbital energy: 0.0674 eV
* total charge: 0
* gap between HOMO and LUMO: 7.841 eV
* ΔE to the lowest compared entry with this formula, charge and spin: 0.0 kJ/mol

```
80
C24H43Cl2LaN4O4SSi, DFT ωB97M-V/def2-TZVPD
H 5.690 4.368 -2.846
H 5.766 5.614 0.181
C 4.732 6.919 -3.103
C 2.242 10.310 -2.027
H 2.970 11.101 -1.813
H 5.530 0.996 -0.627
H 1.613 10.676 -2.852
N 4.439 -0.199 -1.991
H 5.301 4.105 0.986
H 5.789 -0.622 -3.550
H -0.938 -5.202 2.091
C 0.671 -3.257 2.679
H 8.290 8.139 -4.078
La 0.293 0.848 -0.574
H 0.025 -3.598 3.495
H 2.542 -0.670 -2.642
N -0.210 3.153 3.174
C 7.307 7.760 -3.794
H -2.249 3.734 3.198
H 7.597 8.089 -1.671
H 4.265 5.543 1.127
H 1.607 10.190 -1.137
H 0.434 7.622 -3.213
C 0.980 7.579 -2.257
H 0.365 4.589 1.727
H -0.076 -5.369 0.535
H 1.699 3.868 2.662
N -0.037 -3.447 1.413
H 0.919 -2.197 2.790
C -2.732 -1.309 -0.676
H 0.546 8.341 -1.601
C 6.445 7.270 -4.783
C 3.132 -0.310 -1.785
H -1.225 4.400 4.507
C 5.367 -0.064 -0.873
H 5.254 7.451 -1.078
H 6.754 7.230 -5.831
H 5.656 2.832 -1.960
C -0.040 -2.513 0.473
C 2.651 3.183 -0.508
H 0.579 5.040 3.451
H 4.463 6.427 -5.173
H -0.691 1.160 3.232
O 3.087 5.694 -1.685
H -1.729 2.664 4.514
H 1.593 -3.857 2.697
Cl 0.434 0.522 -3.261
C -1.424 3.515 3.895
H 5.247 1.081 -3.481
H 4.047 9.219 -2.620
O 0.615 1.600 1.703
Cl -0.426 3.652 -0.803
C 5.605 7.371 -2.111
O 0.323 -1.317 0.633
C 5.022 3.634 -2.371
H 4.391 3.201 -3.161
H 2.813 6.143 -3.650
S -2.712 0.333 -0.755
C 4.909 4.976 0.438
C 6.906 7.767 -2.455
N -2.759 -2.493 -0.624
C -0.094 1.915 2.696
H 1.888 3.717 0.070
Si 3.926 4.391 -1.049
C 0.667 4.231 2.721
H 6.316 -0.521 -1.176
C 2.991 9.069 -2.380
H 4.953 -0.581 -0.002
O 2.550 0.006 -0.707
C -0.717 -4.710 1.141
C 5.168 6.820 -4.434
H 4.126 -0.179 -4.038
H -0.441 -2.839 -0.498
C 2.441 7.844 -2.471
H 2.185 2.790 -1.425
H -1.637 -4.496 0.579
C 3.277 6.607 -2.770
H 3.053 2.364 0.097
C 4.940 0.036 -3.342
H 0.811 6.590 -1.813
```